C44H54B2Cl2GeInN8OS3 | ωB97M-V/def2-TZVPD

Last column: Löwdin charge in e.
Atoms and positions in Å:
In 0.201879 -0.501263 -0.156686  0.4934
C -2.514570 0.445981 5.580352  -0.0258
C -2.374454 1.106749 4.209909  -0.5216
C -2.997810 0.229271 3.130882  -0.0714
C -3.124166 2.443575 4.164405  -0.0333
N -0.922071 1.388992 3.992198  0.0176
C -0.336242 2.502986 4.584070  -0.0669
C 0.941520 2.549662 4.185587  -0.0993
N 1.171469 1.467765 3.364831  0.0018
B 2.478433 1.366427 2.573526  -0.5781
N 2.999025 -0.114389 2.607520  0.0373
C 3.422819 -0.565940 3.835282  -0.0459
C 3.728343 -1.866394 3.725268  -0.0494
N 3.480100 -2.240550 2.415461  0.0116
C 3.021525 -1.143730 1.745572  -0.6282
S 2.600998 -1.111878 0.075777  0.7809
C 3.755075 -3.656914 2.014387  -0.5332
C 2.915207 -4.550330 2.932760  -0.0266
C 5.250802 -3.908116 2.219057  -0.0297
C 3.409023 -4.009556 0.571840  -0.0814
N 2.468561 1.956511 1.126574  -0.0190
C 3.658463 1.974776 0.521892  -0.0891
C 3.553621 2.629608 -0.772629  -0.2933
N 2.185019 3.053086 -0.784924  0.0354
C 1.520180 2.565005 0.377670  -0.5612
S 0.198096 3.372768 1.215812  0.8111
C 1.703880 3.943172 -1.896943  -0.5236
C 1.562249 3.141242 -3.190902  -0.0235
C 0.356651 4.603984 -1.626516  -0.0879
C 2.731935 5.064960 -2.083468  -0.0376
C 0.034909 0.725969 3.281759  -0.6237
S -0.034967 -0.821263 2.566392  0.7110
H -3.567943 0.261410 5.797071  0.0882
H -2.105642 1.082242 6.368053  0.0796
H -1.984495 -0.507700 5.591743  0.0866
H -4.068690 0.172391 3.336368  0.0962
H -2.583821 -0.771795 3.110080  0.0444
H -2.880906 0.684608 2.147889  0.0389
H -4.194295 2.241036 4.203692  0.0865
H -2.914635 2.960205 3.226465  0.0950
H -2.882510 3.102079 4.998395  0.0693
H -0.883593 3.172919 5.217008  0.1126
H 1.708428 3.276895 4.380371  0.1227
H 3.300246 2.003865 3.185195  0.1291
H 3.460617 0.092659 4.684242  0.1281
H 4.100415 -2.554791 4.459123  0.1152
H 3.198259 -4.454053 3.980639  0.0743
H 3.050815 -5.592911 2.643545  0.0887
H 1.858889 -4.294691 2.839078  0.0905
H 5.559366 -3.744620 3.251631  0.0746
H 5.833888 -3.249050 1.574797  0.0963
H 5.482404 -4.940846 1.955880  0.0888
H 2.359220 -3.850410 0.342999  0.0425
H 3.632506 -5.072051 0.452043  0.0918
H 4.003011 -3.451432 -0.146769  0.0680
H 4.524941 1.485457 0.926434  0.1301
H 4.315352 3.560561 -0.832958  0.0150
H 0.869501 2.313511 -3.056582  0.0875
H 2.508288 2.741219 -3.548221  0.0644
H 1.166978 3.799312 -3.968494  0.0901
H -0.445948 3.882776 -1.485152  0.0435
H 0.115938 5.186259 -2.518172  0.0853
H 0.386559 5.275666 -0.771446  0.0588
H 3.659929 4.714302 -2.533440  0.0640
H 2.963242 5.547441 -1.131885  0.0953
H 2.306698 5.812657 -2.753848  0.0884
Cl 0.700707 -0.468805 -5.298141  0.7074
C 0.441093 -1.861567 -4.309744  -0.5857
C 0.311124 -3.103313 -4.946390  -0.1308
C 0.101553 -4.250445 -4.237365  -0.6175
Cl -0.036785 -5.774961 -5.074862  0.6537
C -0.002160 -4.205325 -2.830306  -0.1712
C -0.230998 -5.323192 -1.999899  -0.0211
C -0.335733 -5.161416 -0.646194  -0.0459
C -0.214661 -3.869729 -0.107813  -0.1330
N 0.005293 -2.819835 -0.857826  0.0452
C 0.123201 -2.944763 -2.199243  -0.1291
C 0.376709 -1.716068 -2.925591  -0.3955
O 0.514051 -0.593015 -2.311717  -0.1729
H 0.385383 -3.138251 -6.024752  0.1024
H -0.323748 -6.301599 -2.451633  0.0877
H -0.516694 -6.003546 0.007621  0.1032
H -0.311208 -3.693987 0.959492  0.1135
Ge -2.724609 1.371616 -0.562409  0.8906
C -4.531056 1.114303 0.305560  -0.3550
C -5.139442 2.158670 1.001423  -0.1583
C -6.323930 1.978269 1.709843  -0.1230
C -6.931540 0.731482 1.737086  -0.1265
C -6.348353 -0.325083 1.046542  -0.1104
C -5.166420 -0.129324 0.344814  -0.1212
C -3.128263 0.983746 -2.490744  -0.3324
C -2.925592 -0.244485 -3.120453  -0.1197
C -3.165444 -0.422260 -4.477839  -0.1096
C -3.623003 0.636382 -5.248596  -0.1198
C -3.832355 1.870802 -4.647774  -0.1155
C -3.579062 2.035907 -3.292501  -0.1463
H -0.918013 2.981427 0.377847  -0.1754
H -4.668974 3.138054 0.997443  0.0797
H -6.770743 2.810895 2.242434  0.0898
H -7.852437 0.582550 2.288802  0.0871
H -6.817930 -1.302693 1.057431  0.0904
H -4.721869 -0.968605 -0.182054  0.0941
H -2.559758 -1.092553 -2.551743  0.0755
H -2.981070 -1.388282 -4.935309  0.0942
H -3.803209 0.504565 -6.308865  0.0888
H -4.182359 2.709701 -5.239257  0.0887
H -3.726579 3.015614 -2.845493  0.0807
B 5.758998 4.089610 -0.909655  -0.1316
C 4.021599 1.777518 -1.906323  -0.1738
N 4.424816 1.044007 -2.693023  0.1849
H 5.485425 5.105038 -0.334616  -0.0103
H 6.262692 3.199665 -0.287028  -0.0075
H 5.895136 4.105756 -2.097152  -0.0084
C -1.910028 -0.363022 0.039239  -0.4801
H -2.155356 -0.524981 1.085639  -0.0888
H -2.287470 -1.227441 -0.518477  -0.0225

Cartesian forces, eV/Å:
In -0.5 -0.1 -0.2
C 0.0 0.0 0.0
C -0.1 -0.1 0.1
C 0.0 0.2 0.1
C 0.0 0.0 0.0
N 0.1 0.1 -0.1
C -0.1 -0.1 0.0
C 0.0 -0.1 0.0
N -0.1 0.0 0.0
B 0.1 0.0 0.0
N 0.0 0.0 0.0
C 0.0 0.1 0.0
C 0.0 0.0 0.0
N 0.1 0.0 0.0
C -0.1 -0.2 0.0
S 0.4 0.4 -0.2
C 0.0 0.0 0.0
C 0.0 0.0 0.0
C 0.0 0.0 0.0
C 0.0 0.0 0.0
N -0.3 0.0 0.0
C 0.1 -0.1 -0.1
C 0.0 -0.1 0.2
N 0.0 0.0 0.0
C 0.2 0.1 0.0
S -0.9 -0.3 -0.8
C 0.0 -0.1 0.1
C 0.0 0.0 -0.1
C -0.1 0.0 0.1
C 0.0 0.0 -0.1
C 0.1 0.2 0.2
S 0.1 -0.2 0.8
H 0.0 0.0 0.0
H 0.0 0.0 0.0
H 0.0 0.0 0.0
H 0.0 0.0 0.0
H 0.0 -0.1 0.1
H 0.0 0.0 0.3
H 0.0 0.0 0.0
H 0.0 0.0 0.0
H 0.0 0.0 0.0
H 0.0 0.0 0.0
H 0.0 0.0 0.0
H 0.0 0.0 0.0
H 0.0 0.0 0.0
H 0.0 0.0 0.0
H 0.0 0.0 0.0
H 0.0 0.0 0.0
H 0.0 0.0 0.0
H 0.0 0.0 0.0
H 0.0 0.0 0.0
H 0.0 0.0 0.0
H 0.0 0.0 0.0
H 0.0 0.0 0.0
H 0.0 0.0 0.0
H 0.0 0.0 0.0
H 0.2 0.1 -0.2
H -0.1 -0.1 0.0
H 0.0 0.0 0.0
H 0.0 0.0 0.0
H 0.0 -0.1 0.0
H 0.0 0.0 0.0
H 0.0 0.0 0.0
H 0.0 0.0 0.0
H 0.0 0.0 0.0
H 0.0 0.0 0.0
Cl 0.0 0.1 0.1
C 0.0 -0.1 -0.1
C 0.0 0.0 0.0
C 0.0 0.0 0.0
Cl 0.0 0.0 0.0
C 0.0 0.0 0.0
C 0.0 0.0 0.0
C 0.0 0.0 0.0
C -0.1 0.0 0.0
N 0.1 0.0 0.2
C 0.0 0.0 0.0
C 0.0 0.1 0.0
O 0.2 -0.1 -0.1
H 0.0 0.0 0.0
H 0.0 0.0 0.0
H 0.0 0.0 0.0
H 0.0 0.0 0.0
Ge 0.4 0.6 0.1
C -0.2 0.0 -0.1
C 0.0 0.0 0.0
C 0.0 0.0 0.0
C 0.0 0.0 0.0
C 0.0 0.0 0.0
C 0.0 0.0 0.0
C 0.0 0.0 0.0
C 0.0 0.0 0.0
C 0.0 0.0 0.0
C 0.0 0.0 0.0
C 0.0 0.0 0.0
C 0.0 0.0 0.0
H 0.7 0.0 0.7
H 0.0 0.0 0.0
H 0.0 0.0 0.0
H 0.0 0.0 0.0
H 0.0 0.0 0.0
H 0.0 0.0 0.0
H 0.0 0.0 0.0
H 0.0 0.0 0.0
H 0.0 0.0 0.0
H 0.0 0.0 0.0
H 0.0 0.0 0.0
B -0.1 -0.1 0.1
C -0.1 0.0 0.0
N 0.0 0.1 0.0
H 0.0 0.0 0.0
H 0.0 0.0 0.0
H 0.0 0.0 0.0
C -0.4 0.1 -0.5
H 0.3 -0.1 -0.4
H 0.0 0.0 -0.1

Properties
HOMO energy, eV: -3.450
Spin multiplicity: 1
E_LUMO, eV: 1.943
Charge: -1

---

C44H54BF3IN9OPPbS4 | ωB97M-V/def2-TZVPD

Last column: Löwdin charge in e.
Atoms and positions in Å:
Pb 0.573799 0.052973 0.669509  1.0156
C 0.831874 1.428519 5.382240  -0.0872
C 1.630365 2.686974 5.069880  -0.5284
C 3.114792 2.323751 4.995952  -0.0137
C 1.364564 3.712100 6.174919  -0.0242
N 1.274873 3.337440 3.759335  0.0217
C 1.890644 4.526049 3.407280  -0.0298
C 1.412364 4.893039 2.206172  -0.0357
N 0.508484 3.935074 1.801281  0.0270
B -0.028757 4.053179 0.353636  -0.5754
N -1.315625 3.220224 0.051708  0.0393
C -2.529728 3.674168 0.512547  -0.0430
C -3.502419 2.968770 -0.097744  -0.0310
N -2.889893 2.046523 -0.931307  -0.0140
C -1.536726 2.204417 -0.811337  -0.5920
S -0.334417 1.238129 -1.619796  0.7402
C -3.613560 1.271517 -2.012921  -0.5127
C -3.183992 1.849726 -3.358033  -0.0267
C -3.321344 -0.223774 -1.893325  -0.0564
C -5.116702 1.479062 -1.841998  -0.0400
N 1.059381 3.762113 -0.695895  0.0164
C 0.925691 4.304024 -1.950394  -0.0422
C 1.896435 3.788707 -2.731211  -0.0174
N 2.639677 2.930717 -1.954534  0.0252
C 2.100113 2.905625 -0.710742  -0.6725
S 2.628198 1.963413 0.629667  0.7297
C 3.807353 2.135120 -2.460018  -0.5299
C 4.034506 2.476273 -3.931550  -0.0378
C 3.478554 0.655452 -2.359996  -0.0680
C 5.055623 2.513579 -1.665404  -0.0329
C 0.443815 2.988634 2.751366  -0.6489
S -0.563539 1.594454 2.646193  0.7116
H 1.181816 1.079905 6.354775  0.0962
H 1.001363 0.639765 4.654958  0.0332
H -0.236887 1.623432 5.454937  0.0733
H 3.415124 1.855252 5.933205  0.0976
H 3.747162 3.197436 4.841754  0.0840
H 3.294510 1.618273 4.183361  0.0878
H 1.594212 3.259561 7.139178  0.0954
H 0.315740 4.011324 6.178140  0.0977
H 1.980029 4.604954 6.078258  0.0786
H 2.602633 5.013356 4.044786  0.1265
H 1.635304 5.749591 1.595267  0.1363
H -0.344832 5.205047 0.206330  0.1335
H -2.597869 4.486249 1.215036  0.1367
H -4.567933 3.072852 -0.035251  0.1186
H -2.128325 1.673308 -3.564674  -0.0041
H -3.387622 2.922797 -3.388095  0.0973
H -3.757308 1.368834 -4.150806  0.1050
H -2.268133 -0.444831 -1.735134  0.0278
H -3.608150 -0.716311 -2.821900  0.0890
H -3.918143 -0.666061 -1.088075  0.0723
H -5.420119 2.512525 -2.012207  0.0922
H -5.471170 1.149068 -0.862755  0.0679
H -5.613651 0.863573 -2.590703  0.1046
H 0.150134 5.013119 -2.179661  0.1359
H 2.122297 3.982531 -3.760641  0.1258
H 3.186331 2.182146 -4.551751  0.0867
H 4.899759 1.907932 -4.269855  0.0982
H 4.256559 3.533798 -4.082790  0.0931
H 2.592005 0.420099 -2.954555  0.0446
H 3.314724 0.357902 -1.327120  0.0264
H 4.318626 0.083178 -2.752606  0.0845
H 5.221070 3.591792 -1.702190  0.0955
H 5.918505 2.024102 -2.117442  0.0938
H 4.987752 2.201920 -0.625798  0.0430
S 0.090941 0.674564 -4.623290  0.4035
C -0.883935 -0.658543 -4.453631  -0.9848
N -1.596981 -1.573018 -4.328140  0.0224
F 2.013143 -0.958480 3.218611  0.0565
C 2.021394 -1.238614 1.901093  -0.6680
F 1.751564 -2.556162 1.778515  0.0686
F 3.314666 -1.080289 1.504384  0.0278
C -6.042840 -1.490968 1.533526  -0.0435
C -5.795989 -2.860537 1.546631  -0.0476
C -4.500357 -3.349433 1.469321  -0.0257
C -3.448715 -2.450332 1.355591  -0.2021
C -3.721693 -1.099567 1.325870  -0.2305
C -4.997211 -0.584329 1.425994  -0.0148
P -1.662222 -2.693202 1.291249  0.9949
C -1.206929 -3.928574 0.077417  -0.2916
C -0.330567 -4.974708 0.350067  -0.0807
C -0.057178 -5.911822 -0.636591  -0.0671
C -0.655711 -5.801046 -1.884289  -0.0680
C -1.493728 -4.730007 -2.173838  -0.0594
C -1.760757 -3.788416 -1.196578  -0.0607
C -1.246601 -3.334598 2.934692  -0.2912
C -1.539591 -4.642342 3.324036  -0.0859
C -1.324116 -5.040086 4.632858  -0.0614
C -0.819018 -4.137104 5.560987  -0.0611
C -0.535969 -2.833894 5.181976  -0.0582
C -0.757745 -2.432487 3.872896  -0.0846
H -7.058963 -1.127265 1.603264  0.1163
H -6.625082 -3.550711 1.623980  0.1156
H -4.313857 -4.415500 1.490413  0.1194
H -2.421979 0.316116 2.022706  0.0674
H -5.177305 0.484115 1.418441  0.1174
H 0.141710 -5.059511 1.319912  0.1041
H 0.618840 -6.730556 -0.427401  0.1100
H -0.448737 -6.541264 -2.647121  0.1131
H -1.912765 -4.601964 -3.162776  0.1134
H -2.381323 -2.931557 -1.432631  0.1016
H -1.930985 -5.355356 2.607895  0.1083
H -1.547300 -6.055936 4.930849  0.1115
H -0.649969 -4.452686 6.582121  0.1110
H -0.144265 -2.129400 5.904131  0.1086
H -0.543350 -1.411184 3.576116  0.0736
N -2.528393 -0.254745 1.176599  -0.0084
C -1.322132 -1.089221 0.862301  -0.4670
H -2.683243 0.414992 0.414063  0.1021
N 3.228641 -2.509426 -1.233680  0.2011
C 2.002138 -2.294008 -1.711150  -0.6037
O 1.141176 -1.607383 -1.132719  -0.1088
C 1.646508 -3.005255 -2.988468  -0.5506
I 2.961372 -2.596871 -4.613284  0.8589
H 3.516666 -2.107895 -0.359396  0.0947
H 3.894202 -3.029248 -1.780916  0.0920
H 0.648674 -2.714930 -3.299380  0.0244
H 1.707769 -4.077582 -2.833557  0.0451

Cartesian forces, eV/Å:
Pb -0.5 0.3 -0.6
C 0.0 0.0 0.0
C 0.1 0.0 0.0
C 0.0 0.0 0.0
C 0.0 0.0 0.0
N 0.0 0.0 0.0
C 0.0 0.0 0.0
C 0.0 -0.1 0.0
N 0.1 0.1 0.0
B -0.1 0.0 0.0
N -0.1 -0.1 0.0
C 0.0 0.0 -0.1
C 0.0 0.0 0.0
N 0.0 0.1 0.0
C 0.2 0.1 0.1
S 0.0 -0.1 0.7
C -0.1 0.0 -0.1
C 0.0 0.0 0.0
C -0.1 -0.1 0.0
C 0.0 0.0 0.0
N 0.0 0.1 0.0
C 0.0 0.0 0.0
C 0.1 0.0 0.0
N -0.1 -0.1 0.0
C 0.0 0.1 0.0
S -0.2 -0.3 0.0
C 0.1 0.1 -0.1
C 0.0 0.0 0.0
C 0.0 -0.1 0.0
C 0.0 0.0 0.0
C -0.1 0.0 0.0
S 0.2 -0.2 -0.1
H 0.0 0.0 0.0
H 0.0 0.0 0.0
H 0.0 0.0 0.0
H 0.0 0.0 0.0
H 0.0 0.0 0.0
H 0.0 0.0 0.0
H 0.0 0.0 0.0
H 0.0 0.0 0.0
H 0.0 0.0 0.0
H 0.0 0.0 0.0
H 0.0 0.0 0.0
H 0.0 0.0 0.0
H 0.0 0.0 0.0
H 0.0 0.0 0.0
H 0.0 0.0 0.0
H 0.0 0.0 0.0
H 0.0 0.0 0.0
H 0.0 0.0 -0.1
H 0.1 0.0 0.0
H 0.0 0.0 -0.1
H 0.0 0.0 0.0
H 0.0 0.0 0.0
H 0.0 0.0 0.0
H 0.0 0.0 0.0
H 0.0 0.0 0.0
H 0.0 0.0 0.0
H 0.0 0.0 0.0
H 0.0 0.0 0.0
H 0.0 0.0 0.0
H 0.0 0.0 0.0
H 0.0 0.0 0.0
H 0.0 0.0 0.0
H 0.0 0.0 0.0
H 0.0 0.0 0.0
S 0.2 -0.1 -0.3
C 0.0 0.1 0.0
N 0.1 -0.1 0.2
F -0.1 0.0 0.0
C 0.4 0.0 -0.1
F -0.1 0.0 0.0
F -0.1 0.0 0.0
C 0.0 0.0 0.0
C 0.0 0.0 0.0
C 0.0 0.0 0.0
C 0.0 0.0 -0.1
C 0.0 0.0 0.1
C 0.0 0.0 0.1
P 0.0 -0.1 -0.1
C 0.0 0.1 -0.1
C 0.0 0.0 0.0
C 0.0 0.0 0.0
C 0.1 0.0 -0.1
C 0.1 0.0 0.0
C 0.0 0.0 0.0
C 0.0 0.0 0.0
C 0.0 0.0 0.0
C 0.0 0.0 0.0
C 0.0 0.0 0.0
C 0.0 0.0 0.0
C 0.0 0.0 0.0
H 0.0 0.0 0.0
H 0.0 0.0 0.0
H 0.0 0.0 0.0
H 0.0 0.0 0.0
H 0.0 0.0 0.0
H 0.0 0.0 0.0
H 0.0 0.0 0.0
H 0.0 0.0 0.0
H 0.0 0.0 0.0
H 0.0 0.0 0.0
H 0.0 0.0 0.0
H 0.0 0.0 0.0
H 0.0 0.0 0.0
H 0.0 0.0 0.0
H 0.0 0.0 0.0
N -0.1 0.0 -0.1
C 0.1 0.1 0.5
H 0.0 -0.1 0.0
N -0.1 0.0 0.0
C -0.3 0.1 0.1
O 0.5 -0.1 0.0
C -0.2 0.1 -0.1
I 0.0 0.0 0.0
H 0.0 0.1 0.1
H 0.0 0.0 0.0
H -0.1 0.1 0.0
H -0.1 -0.1 0.0

Properties
HOMO energy, eV: -8.591
Spin multiplicity: 1
E_LUMO, eV: -3.661
Charge: +1

---

| no. | E (eV) | frontier orbital gap (eV) |
| --- | --- | --- |
| 1 | -181067.82434 | 5.393 |
| 2 | -136768.21761 | 4.930 |